# C68H47Br2FN2O9S

C68H47Br2FN2O9S as an isolated structure at a distorted geometry (ωB97M-V with the def2-TZVPD basis set, the Open Molecules 2025 dataset).

Last column: Löwdin charge in e.
Positions of all 130 atoms, in Å:
C -2.477 -3.690 3.511  -0.074
C -3.588 -3.172 2.504  -0.151
C -4.055 -1.761 2.931  -0.304
F -3.004 -0.874 2.743  -0.011
C -5.422 -1.302 2.310  -0.311
C -6.476 -1.919 3.258  -0.249
N -7.243 -2.374 3.947  0.232
C -5.758 -1.995 0.912  -0.068
C -6.676 -3.245 1.050  -0.275
O -6.309 -4.368 0.930  0.075
C -5.714 0.238 2.336  -0.609
S -5.651 0.825 4.121  0.786
C -7.154 0.534 1.929  -0.263
N -8.248 0.647 1.687  0.206
C -4.773 1.186 1.456  -0.615
Br -3.505 2.283 2.562  0.625
C -4.000 0.476 0.270  -0.636
C -4.782 0.501 -1.097  -0.127
Br -2.342 1.521 -0.085  0.813
H -1.651 -4.174 2.954  0.076
H -2.932 -4.511 4.108  0.075
H -2.126 -2.905 4.203  0.076
H -3.090 -3.140 1.512  0.123
H -4.391 -3.927 2.526  0.111
H -4.217 -1.827 4.030  0.133
H -6.325 -1.299 0.249  0.119
H -4.836 -2.227 0.343  0.118
H -7.773 -3.080 1.223  0.140
H -5.292 -0.247 4.879  -0.091
H -5.419 1.957 0.995  0.094
H -3.703 -0.565 0.450  0.065
H -5.850 0.766 -0.986  0.086
H -4.757 -0.530 -1.516  0.066
H -4.253 1.125 -1.840  0.051
C -1.439 0.638 -3.580  -0.060
C -0.704 1.110 -2.496  -0.159
C 0.249 2.100 -2.681  0.001
C 0.479 2.614 -3.953  -0.079
C -0.242 2.123 -5.044  -0.083
C -1.209 1.141 -4.850  0.000
C 0.024 2.626 -6.416  -0.279
O -0.607 2.201 -7.365  0.100
C 1.081 3.652 -6.607  -0.083
C 1.384 4.093 -7.891  -0.001
C 2.359 5.059 -8.081  -0.057
C 3.032 5.596 -6.987  -0.057
C 2.738 5.156 -5.705  0.000
C 1.770 4.177 -5.512  -0.083
C 1.489 3.688 -4.137  -0.277
O 2.078 4.154 -3.181  0.106
H -2.190 -0.131 -3.432  0.105
H -0.883 0.701 -1.498  -0.022
H 0.816 2.470 -1.835  0.119
H -1.779 0.768 -5.692  0.114
H 0.861 3.680 -8.744  0.120
H 2.597 5.397 -9.082  0.107
H 3.789 6.356 -7.136  0.107
H 3.266 5.573 -4.857  0.121
C 3.968 -3.760 4.407  -0.057
C 5.035 -3.006 4.887  -0.054
C 5.023 -1.626 4.761  0.005
C 3.950 -0.994 4.142  -0.079
C 2.891 -1.752 3.639  -0.082
C 2.899 -3.135 3.784  -0.002
C 1.760 -1.096 2.932  -0.275
O 0.835 -1.755 2.497  0.099
C 1.786 0.380 2.761  -0.078
C 0.766 1.005 2.054  -0.006
C 0.772 2.383 1.899  -0.063
C 1.794 3.144 2.458  -0.049
C 2.817 2.525 3.159  0.003
C 2.822 1.142 3.305  -0.080
C 3.941 0.487 4.029  -0.264
O 4.837 1.149 4.516  0.093
H 3.974 -4.838 4.514  0.107
H 5.875 -3.497 5.363  0.108
H 5.852 -1.042 5.140  0.121
H 2.073 -3.724 3.406  0.118
H -0.034 0.418 1.620  0.091
H -0.023 2.866 1.343  0.079
H 1.794 4.221 2.342  0.110
H 3.614 3.119 3.589  0.121
C -9.549 -5.656 -3.761  -0.052
C -8.791 -5.204 -2.685  -0.050
C -7.857 -4.196 -2.869  0.001
C -7.669 -3.644 -4.132  -0.081
C -8.412 -4.115 -5.215  -0.082
C -9.360 -5.115 -5.023  0.002
C -8.188 -3.571 -6.580  -0.277
O -8.838 -3.978 -7.523  0.109
C -7.148 -2.527 -6.770  -0.082
C -6.885 -2.046 -8.048  0.003
C -5.926 -1.062 -8.235  -0.051
C -5.232 -0.547 -7.144  -0.052
C -5.487 -1.026 -5.869  -0.001
C -6.439 -2.024 -5.679  -0.083
C -6.678 -2.554 -4.313  -0.273
O -6.069 -2.106 -3.359  0.084
H -10.285 -6.437 -3.614  0.109
H -8.931 -5.637 -1.702  0.110
H -7.273 -3.843 -2.029  0.106
H -9.948 -5.473 -5.859  0.122
H -7.425 -2.442 -8.899  0.122
H -5.719 -0.693 -9.232  0.110
H -4.488 0.227 -7.291  0.107
H -4.943 -0.627 -5.023  0.112
C 8.371 3.203 7.571  -0.057
C 7.411 2.802 6.646  -0.050
C 7.799 2.245 5.438  0.002
C 9.150 2.097 5.143  -0.080
C 10.114 2.521 6.061  -0.086
C 9.719 3.064 7.280  -0.004
C 11.561 2.415 5.743  -0.279
O 12.401 2.781 6.543  0.103
C 11.963 1.862 4.424  -0.083
C 13.311 1.807 4.086  -0.002
C 13.699 1.281 2.863  -0.059
C 12.741 0.797 1.976  -0.059
C 11.396 0.854 2.306  -0.002
C 11.002 1.394 3.526  -0.083
C 9.554 1.481 3.853  -0.278
O 8.718 1.062 3.077  0.107
H 8.066 3.630 8.519  0.106
H 6.358 2.923 6.870  0.109
H 7.047 1.931 4.726  0.095
H 10.464 3.382 7.999  0.120
H 14.059 2.180 4.774  0.120
H 14.749 1.244 2.600  0.107
H 13.046 0.379 1.025  0.107
H 10.653 0.481 1.613  0.120

Output
calculated total energy: -246322.833 eV
largest force on an atom: 4.54 eV Å⁻¹
relative energy (zero: lowest compared OMol25 entry of this formula, charge and spin): 138.3 kJ/mol
HOMO: -8.9108 eV
multiplicity: 1